[1]
ORCA calculation (wB97M-V/def2-TZVPD) on 2 unconnected molecules or ions with the total composition C4H15PSi2 at a distorted geometry.

Values from the calculation:
**HOMO-LUMO gap (spin up / spin down)**: 0.32467 / 0.32471 Ha
**Molecular weight**: 150.310 g mol⁻¹
**Largest force on an atom**: 0.0831 hartree/bohr
**HOMO (spin up / spin down)**: -8.2 / -8.2 eV
**E_LUMO (spin up / spin down)**: 0.647 / 0.647 eV
**SMILES**: C[SiH](C)P.C=[SiH]C
**DFT total energy**: -1081.62017 hartree
**ΔE to the lowest compared entry with this formula, charge and spin**: 40.0 kcal/mol

Positions of all 22 atoms, in Å:
C (2.87476, 0.83410, 1.14181)
C (3.11928, -1.53408, -0.80259)
C (-1.95128, 1.40572, -1.53928)
C (-2.30217, 1.09832, 1.58845)
Si (4.02745, -0.34743, 0.47391)
Si (-2.37611, 0.20401, -0.10589)
P (-1.05977, -1.61778, -0.19439)
H (-1.08938, -1.63311, -1.65292)
H (1.92492, 0.74426, 0.74640)
H (2.91024, 1.41568, 2.04100)
H (2.90582, -2.50059, -0.28438)
H (2.28251, -1.02143, -1.06559)
H (3.64570, -1.93819, -1.61586)
H (-2.76104, 2.04991, -1.72162)
H (-1.26244, 2.08442, -1.07501)
H (-1.52869, 0.85433, -2.37075)
H (-2.88238, 1.95564, 1.29944)
H (-2.70479, 0.34971, 2.34391)
H (-1.28955, 1.37030, 1.81663)
H (5.39858, -0.76343, 0.65877)
H (-3.75762, -0.10561, -0.50417)
H (-2.01278, -2.60448, -0.08567)

[2]
ORCA calculation (wB97M-V/def2-TZVPD) on a molecular structure, C4H16ClMnN8O8S at a distorted geometry.

Values from the calculation:
**HOMO-LUMO gap (spin up / spin down)**: 0.25837 / 0.26833 Ha
**Molecular weight**: 426.678 g mol⁻¹
**Largest force on an atom**: 0.0922 hartree/bohr
**HOMO (spin up / spin down)**: -4.5 / -4.7 eV
**E_LUMO (spin up / spin down)**: 2.576 / 2.575 eV
**Spin multiplicity**: 6
**<S²>**: 8.7533
**Total charge**: -1
**DFT total energy**: -3211.75023 hartree

Positions of all 39 atoms, in Å:
Mn (0.25934, 1.00049, 0.94478)
Cl (1.36197, 0.43571, 3.02923)
S (-2.32804, 2.87350, 0.36162)
O (-1.15404, 2.46529, 1.25901)
O (-2.95738, 1.63110, -0.08966)
O (-3.03291, 3.70946, 1.30210)
O (-1.73285, 3.50217, -0.76581)
C (2.14929, -2.56021, 1.02262)
O (2.05506, -1.93114, -0.01346)
N (3.11472, -3.52824, 1.32830)
N (1.29017, -2.34227, 2.03536)
H (3.57475, -4.08337, 0.61057)
H (2.71725, -4.18561, 1.98027)
H (1.69742, -2.39340, 2.93673)
H (0.74635, -1.47867, 1.95809)
C (2.06918, 2.86870, -1.25368)
O (1.91912, 2.12760, -0.28460)
N (1.07069, 3.50183, -1.83569)
N (3.33937, 2.92648, -1.79798)
H (0.18587, 3.31893, -1.37876)
H (1.17483, 4.07424, -2.66900)
H (3.79454, 2.03072, -1.64295)
H (3.30531, 3.11651, -2.78883)
C (-2.00279, -1.36623, 1.60372)
O (-0.99778, -0.84536, 1.11984)
N (-3.17719, -0.73638, 1.33088)
N (-1.83291, -2.48734, 2.31980)
H (-4.00346, -1.04557, 1.80358)
H (-3.15007, 0.20756, 0.87206)
H (-0.99142, -2.99932, 2.11661)
H (-2.58233, -3.05572, 2.63479)
C (-0.53236, -0.27540, -1.97641)
O (0.02979, 0.41530, -1.15160)
N (-1.78621, -0.04306, -2.32963)
N (0.27160, -1.21043, -2.67238)
H (-2.25300, -0.67056, -2.94908)
H (-2.34363, 0.49425, -1.61154)
H (-0.18066, -1.80144, -3.33405)
H (0.91238, -1.66013, -2.02484)

[3]
ORCA calculation (wB97M-V/def2-TZVPD) on a molecular structure, C4H16CuN3S at a distorted geometry.

Values from the calculation:
**HOMO-LUMO gap (spin up / spin down)**: 0.13712 / 0.20327 Ha
**Molecular weight**: 201.806 g mol⁻¹
**Largest force on an atom**: 0.0559 hartree/bohr
**HOMO (spin up / spin down)**: -0.3 / -2.2 eV
**E_LUMO (spin up / spin down)**: 3.449 / 3.334 eV
**Spin multiplicity**: 2
**<S²>**: 0.7545
**Total charge**: -1
**DFT total energy**: -2364.84545 hartree
**ΔE to the lowest compared entry with this formula, charge and spin**: 0.0 kcal/mol

Positions of all 25 atoms, in Å:
C (-0.14531, 0.59148, -4.30103)
Cu (-0.00048, -0.69856, -1.92969)
N (-0.68697, -1.92174, -0.30379)
H (0.05123, -2.05520, -2.67379)
H (0.03143, -2.22395, 0.36853)
H (-0.57398, -0.18205, -3.59005)
H (0.10405, 0.06589, -5.22502)
H (0.75550, 1.06881, -3.87366)
H (-0.92429, 1.33150, -4.46843)
H (-1.38576, -1.38744, 0.22209)
H (-1.13844, -2.77828, -0.66883)
C (1.32066, -0.49237, 2.67210)
N (1.50668, 0.53623, 1.63028)
C (0.55505, 0.80810, 0.70953)
S (0.98132, 1.06314, -0.91561)
N (-0.73964, 0.86122, 1.12211)
C (-1.08957, 1.39165, 2.45138)
H (0.26384, -0.71681, 2.83406)
H (1.75481, -0.13307, 3.61240)
H (1.85116, -1.40989, 2.37830)
H (2.43611, 0.51200, 1.20855)
H (-1.34953, 1.19684, 0.37568)
H (-1.53346, 2.39026, 2.35234)
H (-1.83349, 0.73299, 2.91374)
H (-0.21092, 1.44924, 3.09883)

[4]
ORCA calculation (wB97M-V/def2-TZVPD) on a molecular structure, C4H16FKN8O4 at a distorted geometry.

Values from the calculation:
**HOMO-LUMO gap**: 0.30923 Ha
**Molecular weight**: 298.320 g mol⁻¹
**Largest force on an atom**: 0.0658 hartree/bohr
**HOMO**: -8.5 eV
**E_LUMO**: -0.042 eV
**DFT total energy**: -1601.02579 hartree
**ΔE to the lowest compared entry with this formula, charge and spin**: 37.1 kcal/mol

Positions of all 34 atoms, in Å:
K (-7.82844, 16.97725, 9.39039)
F (-5.28231, 17.32722, 8.38795)
C (-7.23894, 20.08884, 7.05894)
O (-7.96289, 21.00790, 6.63225)
N (-6.99918, 19.84583, 8.36511)
N (-6.88078, 19.07925, 6.25488)
H (-7.08786, 20.64784, 8.96390)
H (-6.37269, 19.05464, 8.47679)
H (-7.21084, 19.05722, 5.30806)
H (-6.37266, 18.26960, 6.60322)
C (-11.80473, 16.83838, 9.51176)
O (-10.74588, 16.43123, 9.01528)
N (-11.93479, 18.12639, 9.83968)
N (-12.90700, 16.07567, 9.65701)
H (-12.77248, 18.49758, 10.25139)
H (-11.22797, 18.76570, 9.52032)
H (-13.07375, 15.12907, 9.37476)
H (-13.72711, 16.54193, 10.00674)
C (-9.01082, 19.27723, 12.08129)
O (-9.07586, 18.42598, 11.19154)
N (-10.08016, 19.68284, 12.80081)
N (-7.86058, 19.80588, 12.52587)
H (-10.96726, 19.21773, 12.74330)
H (-10.00326, 20.51166, 13.36125)
H (-6.97239, 19.56769, 12.12046)
H (-7.86002, 20.28948, 13.40495)
C (-7.98066, 14.90176, 5.93401)
O (-8.46219, 15.32528, 6.97998)
N (-7.74626, 15.66519, 4.85540)
N (-7.87570, 13.57356, 5.66763)
H (-7.11758, 15.22983, 4.20072)
H (-7.66463, 16.65811, 5.00095)
H (-8.19669, 12.94920, 6.38608)
H (-7.38150, 13.23398, 4.86505)

[5]
ORCA calculation (wB97M-V/def2-TZVPD) on 3 unconnected molecules or ions with the total composition C4H16N2O2 at a distorted geometry.

Values from the calculation:
**HOMO-LUMO gap**: 0.37440 Ha
**Molecular weight**: 124.184 g mol⁻¹
**Largest force on an atom**: 0.0234 hartree/bohr
**HOMO**: -9.2 eV
**E_LUMO**: 0.971 eV
**SMILES**: CNCCNC.O.O
**DFT total energy**: -421.98089 hartree
**ΔE to the lowest compared entry with this formula, charge and spin**: 6.6 kcal/mol

Positions of all 24 atoms, in Å:
C (-2.93461, 0.03407, -0.16470)
N (-1.49932, 0.09567, 0.09977)
C (-0.74707, -0.78707, -0.82482)
C (0.65151, -1.14044, -0.36172)
N (1.46728, 0.04243, -0.03042)
C (2.89107, -0.32776, 0.04902)
H (-3.32019, -0.89557, 0.24680)
H (-3.42168, 0.86027, 0.34216)
H (-3.15744, 0.06896, -1.23697)
H (-1.15496, 1.03529, -0.05785)
H (-0.72528, -0.28924, -1.80086)
H (-1.32865, -1.71036, -0.96177)
H (1.14507, -1.65278, -1.19751)
H (0.63187, -1.83228, 0.49339)
H (1.15805, 0.37373, 0.87651)
H (3.45878, 0.52994, 0.37402)
H (3.23207, -0.50130, -0.95940)
H (3.04251, -1.13720, 0.76436)
H (0.87978, 2.32898, -2.27547)
H (0.79260, 1.42816, -1.00808)
O (0.41486, 2.23416, -1.44117)
H (-0.86425, -0.18552, 1.78207)
H (-0.63609, -0.14805, 3.34106)
O (-0.24823, -0.45952, 2.51949)

[6]
ORCA calculation (wB97M-V/def2-TZVPD) on 3 unconnected molecules or ions with the total composition C4H16N2O2 at a distorted geometry.

Values from the calculation:
**HOMO-LUMO gap**: 0.33833 Ha
**Molecular weight**: 124.184 g mol⁻¹
**Largest force on an atom**: 0.0595 hartree/bohr
**HOMO**: -8.4 eV
**E_LUMO**: 0.800 eV
**SMILES**: CCCNCN.O.O
**DFT total energy**: -421.93561 hartree
**ΔE to the lowest compared entry with this formula, charge and spin**: 35.0 kcal/mol

Positions of all 24 atoms, in Å:
C (0.85849, 2.20824, -1.74274)
C (0.13313, 2.54156, -0.40162)
C (-0.95746, 1.54009, -0.07212)
N (-0.47299, 0.68427, 1.00171)
C (-1.43439, -0.20871, 1.62998)
N (-1.25167, -1.48358, 0.85350)
H (1.67322, 1.49601, -1.54894)
H (1.28725, 3.10336, -2.16485)
H (0.30001, 1.66293, -2.50718)
H (0.90114, 2.53912, 0.36896)
H (-0.24244, 3.53455, -0.63800)
H (-1.38597, 0.95698, -0.89926)
H (-1.78952, 2.10967, 0.32106)
H (0.47903, 0.37877, 1.11231)
H (-1.35228, -0.22841, 2.70573)
H (-2.46455, 0.07473, 1.37126)
H (-0.95551, -2.33008, 1.33048)
H (-2.06814, -1.76684, 0.32622)
H (0.42597, -1.16951, -1.00866)
H (0.58180, -1.30044, -2.66765)
O (0.95547, -1.34446, -1.78861)
H (2.20693, -2.70727, 0.18699)
H (1.17206, -2.26759, 1.04087)
O (1.72568, -3.05149, 0.96018)

[7]
ORCA calculation (wB97M-V/def2-TZVPD) on 3 unconnected molecules or ions with the total composition C4H16N2O2 at a distorted geometry.

Values from the calculation:
**HOMO-LUMO gap (spin up / spin down)**: 0.34124 / 0.14452 Ha
**Molecular weight**: 124.184 g mol⁻¹
**Largest force on an atom**: 0.0614 hartree/bohr
**HOMO (spin up / spin down)**: -12.8 / -12.6 eV
**E_LUMO (spin up / spin down)**: -3.483 / -8.622 eV
**Spin multiplicity**: 2
**<S²>**: 0.7552
**Total charge**: +1
**DFT total energy**: -421.62104 hartree
**ΔE to the lowest compared entry with this formula, charge and spin**: 50.0 kcal/mol

Positions of all 24 atoms, in Å:
C (1.15942, -1.10170, 1.23241)
C (1.31119, -1.18141, -0.28114)
C (0.77597, -0.00365, -1.03660)
C (-0.40379, -0.23066, -2.05289)
N (-1.07986, 0.97831, -2.46628)
N (1.06586, 0.22766, 1.71396)
H (0.22220, -1.58117, 1.57498)
H (1.73723, -1.82458, 1.85678)
H (2.40757, -1.25490, -0.48032)
H (1.11413, -2.21817, -0.55836)
H (1.60727, 0.56880, -1.46682)
H (0.33802, 0.73381, -0.33076)
H (0.03034, -0.78258, -2.88873)
H (-1.09228, -0.87265, -1.52162)
H (-0.49027, 1.69438, -2.86800)
H (-1.59605, 1.33096, -1.67346)
H (0.66516, 0.27646, 2.65250)
H (1.84178, 0.88613, 1.65443)
H (-2.63844, -0.94464, 1.30979)
H (-1.41334, -0.49046, 0.78124)
O (-1.79435, -1.34280, 1.05450)
H (-0.85790, 2.33665, 0.58273)
H (-1.31944, 2.60921, 2.02230)
O (-1.59043, 2.18700, 1.18937)

[8]
ORCA calculation (wB97M-V/def2-TZVPD) on 3 unconnected molecules or ions with the total composition C4H16N2O2 at a distorted geometry.

Values from the calculation:
**HOMO-LUMO gap**: 0.42676 Ha
**Molecular weight**: 124.184 g mol⁻¹
**Largest force on an atom**: 0.0943 hartree/bohr
**HOMO**: -17.9 eV
**E_LUMO**: -6.267 eV
**Total charge**: +2
**DFT total energy**: -421.31942 hartree
**ΔE to the lowest compared entry with this formula, charge and spin**: 61.6 kcal/mol

Positions of all 24 atoms, in Å:
C (1.15624, 0.33017, -0.50553)
C (-0.32198, 0.54602, -0.37260)
C (-0.76155, 0.15106, 1.01561)
C (-0.36511, -0.77474, 1.88569)
N (-1.92797, 0.92277, 1.44733)
N (1.76964, -0.63168, -1.43695)
H (1.69674, 1.27878, -0.65692)
H (1.46698, 0.00508, 0.48399)
H (-0.36085, 1.70623, -0.60274)
H (-1.12882, 0.26061, -1.21248)
H (-0.69989, -1.10972, 2.92243)
H (0.54051, -1.30704, 1.89111)
H (-1.63353, 1.29785, 2.35884)
H (-2.83595, 0.34886, 1.45386)
H (-2.42122, 1.68658, 0.93246)
H (2.74814, -0.75206, -1.30148)
H (1.48293, -1.61662, -1.49099)
H (1.66170, -0.45102, -2.51357)
H (4.98839, -0.89299, -2.51291)
H (4.45395, 0.40861, -3.02244)
O (4.33945, -0.28298, -2.42909)
H (-4.51255, -1.12758, 1.33827)
H (-4.99631, 0.22780, 0.93952)
O (-4.33891, -0.22399, 1.38859)